C30H53BF2N4O4S2 as an isolated structure. Source: the Open Molecules 2025 dataset; level of theory: wB97M-V/def2-TZVPD.

Output
Kohn-Sham gap, eV: 3.007
Calculated total energy, eV: -73888.312
Multiplicity: 1
Highest occupied orbital energy, eV: -5.26

Last column: Mulliken charge in e.
Geometry (Å):
C: 3.0136 -0.0072 1.9396  -0.7904
C: 2.4634 -1.4861 2.1175  -0.3491
C: 1.4608 -1.8178 0.9302  0.2616
C: 0.0967 -2.3273 1.5246  -0.8969
C: -0.5378 -3.5482 0.7681  -0.9373
C: -0.6163 -3.3303 -0.7793  -0.9472
C: -1.1597 -1.9253 -1.2046  0.4614
C: -2.6158 -1.9708 -1.8147  -1.5749
N: -3.3488 -0.7054 -1.5540  0.3061
C: -4.8258 -0.8888 -1.4622  -0.9769
C: -5.4909 -0.0646 -0.2850  -0.7868
C: -6.7375 0.7510 -0.8355  -0.5965
C: -8.1288 0.0840 -0.4367  -0.7146
C: -8.8650 1.0473 0.5627  -0.4924
C: -10.4231 0.7329 0.6336  -0.7378
C: -11.3128 2.0157 0.5469  -0.4677
C: -11.5044 2.6862 1.9692  -1.0869
C: -2.9772 0.3077 -2.4317  0.1731
S: -3.7561 1.7777 -2.5112  -0.2691
S: -1.5475 0.0847 -3.5630  -0.2418
C: -0.5436 1.6117 -3.5146  -0.5646
C: 0.8110 1.3540 -2.7212  -0.0830
C: 1.9911 2.0883 -3.4588  -1.0901
N: 3.2488 1.7936 -2.6804  0.7899
C: 4.2458 1.2391 -3.3445  0.5559
C: 5.4931 0.8525 -2.7117  -1.2358
C: 5.4988 1.1298 -1.3116  0.3412
C: 4.3129 1.7804 -0.7850  -0.0583
N: 4.3335 2.0471 0.5988  0.2125
C: 5.5933 2.7266 1.0302  -1.2482
C: 6.4346 1.7203 1.9077  0.7949
C: 7.9424 1.5547 1.4715  -0.8474
C: 8.2759 0.0071 1.3214  -1.1945
N: 3.1765 2.1334 -1.4077  -0.8298
H: 2.2069 0.6899 2.2825  0.3750
H: 3.2763 0.2238 0.8837  0.0060
H: 3.9073 0.0730 2.6005  0.2621
H: 1.9856 -1.5198 3.1197  0.3969
H: 3.2771 -2.2455 2.1009  0.1029
H: 1.3121 -0.8771 0.3405  -0.3265
H: 1.9498 -2.5531 0.2463  0.3025
H: -0.6214 -1.4746 1.4831  0.3537
H: 0.1718 -2.6218 2.5993  0.5029
H: 0.1290 -4.4318 0.9355  0.3788
H: -1.5238 -3.8227 1.2175  0.3093
H: -1.3062 -4.1016 -1.2122  0.5044
H: 0.3762 -3.5363 -1.2466  0.4127
H: -0.4737 -1.5696 -2.0114  -0.2740
H: -1.1229 -1.1642 -0.3974  0.4582
H: -2.6069 -2.2435 -2.9031  0.1906
H: -3.1347 -2.8279 -1.3171  0.6607
H: -5.1213 -1.9518 -1.3046  0.3920
H: -5.2435 -0.6072 -2.4608  0.4263
H: -4.7485 0.7123 0.0232  0.3501
H: -5.7621 -0.7022 0.5824  0.4613
H: -6.7378 0.7854 -1.9534  0.3154
H: -6.7081 1.8078 -0.4980  0.3762
H: -8.7626 0.0328 -1.3610  0.4198
H: -8.0185 -0.9576 -0.0658  0.3074
H: -8.4388 0.8416 1.5773  0.1593
H: -8.7354 2.1115 0.2692  0.3395
H: -10.5731 0.1825 1.5967  0.3595
H: -10.7307 0.0245 -0.1725  0.4100
H: -10.8081 2.7828 -0.0920  0.3092
H: -12.3421 1.8027 0.1699  0.3156
H: -11.6419 3.7922 1.9063  0.3162
H: -10.5953 2.5103 2.5955  0.2796
H: -12.3864 2.2389 2.4803  0.3011
H: -0.2547 1.8323 -4.5749  0.4147
H: -1.0953 2.4819 -3.0931  0.4435
H: 0.9506 0.2509 -2.6975  0.1458
H: 0.6853 1.7375 -1.6842  0.2658
H: 2.0662 1.6175 -4.4600  0.3292
H: 1.7837 3.1795 -3.5177  0.2224
H: 4.1335 1.0543 -4.4277  0.3238
H: 6.3310 0.3869 -3.2494  0.4630
H: 6.3430 0.8764 -0.6475  0.2015
H: 3.5293 2.6214 0.8486  0.2790
H: 5.2739 3.5551 1.7133  0.3928
H: 6.1646 3.2104 0.2074  0.3162
H: 5.9486 0.7178 1.8055  -0.5933
H: 6.3741 1.9599 2.9968  0.5160
H: 8.6049 1.9166 2.2963  0.4410
H: 8.2066 2.0593 0.5152  0.2416
H: 8.2052 -0.2743 0.2441  0.0791
H: 9.3137 -0.2369 1.6578  0.6167
H: 7.6002 -0.6429 1.9210  0.7928
B: 7.0100 -3.6774 2.9864  0.3544
O: 8.3358 -3.0108 3.0176  -0.4932
C: 8.1885 -1.7935 2.5280  0.0108
O: 9.0736 -0.9829 2.4111  -0.2711
C: 6.7555 -1.5874 2.1450  0.5339
O: 6.2865 -0.5814 1.6659  -0.1401
O: 6.0695 -2.6799 2.4101  -0.5126
F: 6.6080 -4.0252 4.2885  -0.3545
F: 7.0591 -4.8233 2.1705  -0.3526